Formula: C4H9I
Source: OMol25
Level of theory: wB97M-V/def2-TZVPD

Element x y z (Å)
C: -0.803813 -0.683231 -1.250345
C: 0.558015 -0.645369 0.956056
C: 1.004978 2.366626 -0.087725
C: 0.439480 -0.900481 -0.295642
I: 2.006655 -1.417764 -1.691499
H: -0.751496 0.302482 -1.624532
H: -1.622755 -0.633514 -0.552462
H: -0.975964 -1.407517 -2.040203
H: 0.303825 1.643440 0.400451
H: 1.345846 -0.617795 1.786990
H: -0.414790 -0.307767 1.302390
H: 0.304730 3.026864 0.088292
H: 2.014710 2.288777 0.289332
H: 0.781383 1.971930 -0.993956

Cartesian forces, eV/Å:
0.74 -0.46 2.90
-0.11 0.54 3.27
0.45 -4.28 2.03
0.23 -0.91 -4.88
0.21 -0.01 0.77
0.38 1.05 -0.86
-0.87 -0.31 0.05
0.31 -0.11 0.24
1.39 -0.41 0.66
-0.83 -0.34 -2.07
-0.10 0.00 0.63
-2.12 5.40 0.78
-0.21 0.52 0.00
0.53 -0.68 -3.52

Results
HOMO energy in Ha: -0.33671
Relative energy (zero: lowest compared OMol25 entry of this formula, charge and spin) in kJ/mol: 274.8
Total charge: 0
SMILES: C=C(C)I.C
LUMO energy in eV: 0.63